1.
Computed, not measured: 3 unconnected molecules or ions with the total composition C3H7O2 at a distorted geometry, with wB97M-V/def2-TZVPD.

CARTESIAN COORDINATES (ANGSTROEM)
C 1.790 0.704 -0.536
O 2.886 1.145 -0.259
H 1.423 0.826 -1.539
H 1.281 -0.032 0.031
H -4.140 2.104 0.535
C -1.350 -1.664 0.961
C -1.317 -0.904 -0.167
O -1.047 0.351 -0.125
H -1.528 -2.619 1.230
H -1.027 -1.162 1.820
H -1.577 -1.353 -1.180
H -3.874 1.455 0.624

Computed properties:
* charge: -1
* HOMO-LUMO gap: 6.52 eV
* E_HOMO: -2.4350 eV
* max |F|: 3.61 eV Å⁻¹

---

2.
Computed, not measured: a gas-phase ion, C3H7O2 (charge -1) at a distorted geometry, with wB97M-V/def2-TZVPD.

CARTESIAN COORDINATES (ANGSTROEM)
C 0.293 1.696 -0.241
O 0.946 0.579 0.173
H -0.532 1.444 -0.863
H 0.013 2.262 0.640
H 1.012 2.260 -0.856
O -1.123 -0.032 1.291
C -0.012 -0.498 0.784
C -0.235 -1.549 -0.439
H 0.678 -0.881 1.506
H -0.522 -0.756 -1.141
H -1.094 -2.214 -0.286
H 0.577 -2.311 -0.569

Computed properties:
* charge: -1
* HOMO-LUMO gap: 7.21 eV
* SMILES: CO[C@H](C)[O-]
* E_HOMO: -2.6393 eV
* max |F|: 2.23 eV Å⁻¹